(i)
Molecular formula: C4H9N2O
Method: DFT, ωB97M-V/def2-TZVPD

Geometry as ORCA input:
```
! RIJCOSX wB97M-V def2-TZVPD def2/J DEFGRID3
* xyz -1 1
N 2.26584 -1.25247 -0.42948
C 2.21351 -0.41218 0.82201
O 0.98100 -0.29865 1.31787
H 1.62810 -0.79119 -1.07462
H 3.19726 -1.16719 -0.83608
H 2.90930 -0.91967 1.53378
H 2.67687 0.58559 0.58653
C -1.80136 1.34942 -0.65068
C -0.82610 1.70674 0.17963
C -1.63817 -0.95280 -0.38355
N -2.17111 0.01670 -1.00987
H -2.51307 2.09136 -1.00622
H -0.09122 0.96437 0.56440
H -0.65810 2.75563 0.40148
H -2.03264 -1.94549 -0.60730
H -0.75788 -0.87322 0.27286
*
```

## Properties
molar mass = 101.13 g mol⁻¹
LUMO = 4.2660 eV
HOMO = -0.1095 Eh

Charges in e, computed with Mulliken, in the same order as the atoms:
1 N -0.636
2 C -0.345
3 O -0.868
4 H 0.201
5 H 0.223
6 H 0.246
7 H 0.242
8 C 0.197
9 C -0.698
10 C -0.260
11 N -0.555
12 H 0.325
13 H 0.112
14 H 0.231
15 H 0.272
16 H 0.314

=====

(ii)
Molecular formula: C4H9N2O
Method: DFT, ωB97M-V/def2-TZVPD

Geometry as ORCA input:
```
! RIJCOSX wB97M-V def2-TZVPD def2/J DEFGRID3
* xyz -1 1
N 3.02031 1.70694 0.00553
C 2.34612 0.55466 0.71151
O 1.75116 -0.25960 -0.16178
H 3.99014 1.84049 0.26357
H 2.92143 1.46748 -0.97351
H 3.14424 0.03567 1.29703
H 1.61246 1.02149 1.42018
C -2.85370 -0.71428 -0.32356
C -2.46088 -1.59754 -1.24967
C -0.80952 -0.01466 0.53100
N -2.05296 0.23068 0.26510
H -3.89541 -0.64770 -0.00697
H -1.42174 -1.66511 -1.55074
H -3.12448 -2.34670 -1.65582
H 0.02890 0.53038 0.08088
H -0.64168 -0.86877 1.19552
*
```

## Properties
molar mass = 101.13 g mol⁻¹
LUMO = 4.0809 eV
HOMO = -0.1152 Eh

Charges in e, computed with Mulliken, in the same order as the atoms:
1 N -0.638
2 C -0.170
3 O -0.841
4 H 0.206
5 H 0.222
6 H 0.206
7 H 0.066
8 C 0.033
9 C -0.813
10 C -0.301
11 N -0.459
12 H 0.323
13 H 0.263
14 H 0.247
15 H 0.332
16 H 0.324

=====

Verdict on stability: (i) comes out on top.